# C3H7NO2S

The molecule C3H7NO2S in a non-equilibrium geometry (the ωB97M-V functional and the def2-TZVPD basis, the Open Molecules 2025 dataset).

Each line ends with the Löwdin charge.
Cartesian coordinates (Å):
C 0.917 -0.961 0.773  -0.132
C -0.507 -1.075 0.263  -0.263
C -0.853 0.231 -0.301  -0.325
N -0.103 1.489 0.516  -0.043
S 0.180 1.251 -1.128  0.643
O -0.375 2.185 -2.075  -0.292
O 1.535 0.830 -1.343  -0.288
H 1.515 -0.580 -0.103  0.056
H 1.182 -2.050 0.926  0.091
H 1.160 -0.370 1.670  0.083
H -1.187 -1.503 0.929  0.086
H -0.624 -1.884 -0.568  0.155
H -1.957 0.504 -0.502  0.160
H -0.883 1.934 0.943  0.069

Output
HOMO-LUMO gap: 0.405 hartree
SMILES: CC[C@H]1NS1(=O)=O
HOMO level: -10.546 eV
Relative energy (zero: lowest compared OMol25 entry of this formula, charge and spin): 398.80 kJ/mol
E: -19641.4709 eV
Max |F|: 0.0627 hartree/bohr